# 1
A cluster of 5 separate species, C25H52F6NO14P in total. Source: the OMol25 dataset; level of theory: wB97M-V/def2-TZVPD.

For the total energy, the calculation gives -3032.19130 hartree. As for the SMILES: NP(COCOCCO)C(=O)C(F)(F)C(F)(F)C(F)(F)C(=O)O.COCCOC.COCCOC.COCCOC.COCCOC. The molar mass comes out at 735.646 g mol⁻¹. Its frontier orbital gap is 8.839 eV. The HOMO energy is -9.034 eV.

Structure (XYZ):
```
99
Properties=species:S:1:pos:R:3:forces:R:3:mulliken_charge:R:1
N 0.788 -0.738 -5.366 -0.1 0.1 0.1 -0.516
P -0.441 -0.354 -4.260 0.0 0.0 -0.2 -0.050
C 0.471 -0.632 -2.668 0.2 0.0 0.2 -0.505
O 0.185 -1.925 -2.175 -0.2 -0.1 -0.1 -0.349
C 1.176 -2.888 -2.322 0.2 0.2 -0.1 -0.457
O 1.808 -3.060 -1.079 0.0 0.0 0.0 -0.233
C 2.953 -3.892 -1.170 -0.1 -0.1 0.0 -0.409
C 3.348 -4.343 0.235 0.1 0.1 0.1 -0.360
O 3.250 -5.750 0.423 0.0 0.1 0.0 -0.440
C -0.474 1.532 -4.085 0.0 0.0 0.0 0.181
O -1.451 2.069 -3.643 0.1 0.0 0.0 -0.519
C 0.734 2.463 -4.429 0.1 0.1 -0.2 0.892
F 0.733 3.500 -3.580 -0.1 0.2 0.1 -0.213
F 1.910 1.800 -4.234 0.0 -0.1 0.0 -0.334
C 0.734 2.997 -5.884 0.0 -0.1 0.1 0.461
F 1.062 1.977 -6.702 -0.1 0.0 -0.1 -0.275
F -0.513 3.399 -6.194 0.0 0.0 0.1 -0.289
C 1.693 4.185 -6.167 0.1 -0.2 0.1 0.883
F 1.531 4.518 -7.465 0.0 0.0 -0.3 -0.297
F 1.310 5.235 -5.432 -0.1 0.2 0.1 -0.221
C 3.204 3.867 -5.966 -0.1 0.1 0.2 0.174
O 3.709 2.942 -6.508 0.1 0.0 -0.1 -0.445
O 3.826 4.709 -5.106 0.0 0.0 -0.1 -0.451
H 1.682 -0.276 -5.281 0.1 0.0 0.0 0.239
H 0.491 -0.779 -6.331 0.0 -0.1 0.1 0.297
H 0.152 0.108 -1.927 0.0 -0.1 0.0 0.483
H 1.549 -0.507 -2.827 -0.1 0.1 0.0 0.348
H 0.705 -3.825 -2.643 0.0 0.0 0.1 0.322
H 1.916 -2.576 -3.078 -0.1 -0.1 0.0 0.375
H 3.767 -3.345 -1.665 0.0 0.0 0.0 0.357
H 2.730 -4.788 -1.767 0.0 0.0 0.0 0.372
H 4.360 -4.000 0.478 -0.1 0.0 0.0 0.327
H 2.665 -3.888 0.954 0.0 0.0 -0.1 0.052
H 4.043 -6.167 0.075 0.0 0.0 0.0 0.257
H 4.234 5.458 -5.560 0.0 0.0 0.0 0.357
C -1.131 5.695 -2.220 -0.1 0.0 0.0 -1.022
O -1.587 6.423 -1.092 0.0 0.0 0.0 -0.247
C -0.576 6.656 -0.126 0.0 -0.1 0.0 -0.421
C -0.026 8.063 -0.210 0.0 0.0 0.0 -0.613
O 0.648 8.301 -1.433 0.0 0.0 0.0 -0.378
C -0.131 8.997 -2.387 0.0 0.0 0.0 -0.696
H -1.915 5.742 -2.974 0.0 0.0 0.0 0.380
H -0.212 6.121 -2.629 0.0 0.0 0.0 0.407
H -0.958 4.645 -1.964 0.0 0.0 0.0 0.350
H 0.237 5.932 -0.244 0.0 0.0 0.0 0.310
H -1.017 6.508 0.865 0.0 0.0 0.0 0.409
H 0.693 8.212 0.601 0.0 0.0 0.0 0.396
H -0.841 8.784 -0.077 0.0 0.0 0.0 0.300
H -0.269 10.043 -2.093 0.0 0.0 0.0 0.336
H -1.111 8.534 -2.524 0.0 0.0 0.0 0.276
H 0.413 8.967 -3.330 0.0 0.0 0.0 0.242
C 0.544 -7.789 0.672 0.0 0.0 0.0 -0.546
O 1.406 -8.892 0.902 -0.1 -0.1 0.0 -0.400
C 1.744 -9.067 2.265 0.0 0.1 0.0 -0.298
C 0.932 -10.161 2.925 0.0 0.0 0.0 -0.566
O -0.446 -9.839 2.999 0.0 0.0 0.0 -0.355
C -1.229 -10.447 1.990 0.0 0.0 0.0 -0.744
H 0.235 -7.838 -0.372 0.0 0.0 0.0 0.252
H -0.343 -7.833 1.309 0.0 0.0 0.0 0.341
H 1.074 -6.848 0.841 0.0 0.0 0.0 0.130
H 1.614 -8.127 2.814 0.0 0.0 0.0 0.182
H 2.803 -9.340 2.314 0.0 0.0 0.0 0.388
H 1.293 -10.302 3.948 0.0 0.0 0.0 0.378
H 1.074 -11.102 2.382 0.0 0.0 0.0 0.315
H -1.321 -11.525 2.161 0.0 0.0 0.0 0.325
H -0.806 -10.279 0.996 0.0 0.0 0.0 0.337
H -2.220 -9.999 2.037 0.0 0.0 0.0 0.235
C -5.278 7.755 2.480 0.0 0.0 0.0 -0.704
O -5.364 6.914 1.349 0.0 0.0 0.0 -0.449
C -4.154 6.235 1.049 0.0 0.1 0.0 -0.193
C -4.163 4.806 1.542 0.0 -0.1 0.0 -0.520
O -4.221 4.722 2.957 0.0 0.1 0.0 -0.396
C -5.514 4.443 3.457 0.0 0.0 0.0 -0.728
H -6.288 8.090 2.712 0.0 0.0 0.0 0.255
H -4.867 7.229 3.346 0.0 0.0 0.0 0.310
H -4.656 8.633 2.271 0.0 0.0 0.0 0.303
H -3.304 6.770 1.486 0.0 0.0 0.0 0.260
H -4.023 6.236 -0.035 0.0 0.0 0.0 0.261
H -3.238 4.318 1.218 0.0 0.0 0.0 0.374
H -5.004 4.266 1.093 0.0 0.0 0.0 0.327
H -5.806 3.410 3.237 0.0 0.0 0.0 0.317
H -6.263 5.120 3.039 0.0 0.0 0.0 0.320
H -5.477 4.574 4.537 0.0 0.0 0.0 0.244
C -0.280 -4.869 5.487 0.0 0.0 0.0 -0.632
O 0.699 -4.185 6.247 0.0 0.0 0.0 -0.385
C 2.026 -4.444 5.830 0.0 0.0 0.0 -0.349
C 2.582 -3.329 4.970 0.0 0.0 0.0 -0.532
O 1.882 -3.206 3.746 0.0 0.0 0.0 -0.232
C 0.947 -2.143 3.723 0.0 0.0 0.0 -0.863
H -1.251 -4.473 5.782 0.0 0.0 0.0 0.250
H -0.139 -4.715 4.415 0.0 0.0 0.0 0.249
H -0.260 -5.944 5.698 0.0 0.0 0.0 0.302
H 2.075 -5.390 5.279 0.0 0.0 0.0 0.169
H 2.646 -4.542 6.726 0.0 0.0 0.0 0.370
H 3.628 -3.553 4.737 0.0 0.0 0.0 0.362
H 2.554 -2.384 5.524 0.0 0.0 0.0 0.344
H 1.456 -1.175 3.670 0.0 0.0 0.0 0.315
H 0.300 -2.159 4.603 0.0 0.0 0.0 0.378
H 0.340 -2.269 2.828 0.0 0.0 0.0 0.255
```
Positions in Å, forces in eV/Å.

---

# 2
A structure of composition C25H52N2O2P2Tc at a distorted geometry. Source: the OMol25 dataset; level of theory: wB97M-V/def2-TZVPD.

For the total energy, the calculation gives -2005.51095 hartree. The molar mass comes out at 572.651 g mol⁻¹. Its frontier orbital gap (alpha / beta) is 6.399 / 4.042 eV. The energy above the lowest of the compared OMol25 structures with the same formula, charge and spin is 311.1 kJ/mol. The HOMO energy (alpha / beta) is -19.953 / -19.953 eV. As for the spin multiplicity: 4. Its charge is +4.

Structure (XYZ):
```
84
Properties=species:S:1:pos:R:3:forces:R:3:mulliken_charge:R:1
Tc 1.707 0.071 1.092 -4.2 2.8 -0.3 0.141
C 0.895 -1.324 0.168 0.6 -4.2 -2.2 0.312
O 0.750 -2.246 -0.523 -0.4 2.4 1.8 -0.250
C 0.587 1.547 -0.152 0.8 0.4 -0.2 0.068
O 0.543 2.494 -0.754 -0.4 -0.3 0.1 -0.068
P -3.330 -0.407 -2.954 -0.1 0.1 -0.5 0.654
C -4.572 -1.123 -1.850 -1.5 -0.2 -0.9 0.761
H -5.529 -1.251 -2.447 1.1 0.3 0.3 0.433
C -3.867 1.215 -3.555 -0.2 0.6 0.1 0.634
H -3.965 1.791 -2.619 0.1 -0.1 -0.2 0.435
C -2.861 -1.555 -4.276 0.3 -0.5 -0.5 0.667
H -2.881 -2.546 -3.794 0.1 0.3 -0.1 0.271
C 4.398 -0.830 -0.106 -0.3 0.4 0.8 0.405
P 3.824 -0.191 1.436 -1.1 -1.7 1.5 -0.687
H 5.064 -1.043 2.939 -0.1 -0.8 0.9 0.598
H 4.048 -1.871 -0.063 0.4 0.1 -0.2 0.600
C 4.241 1.490 1.896 0.0 -0.6 -0.3 0.605
H 5.292 1.187 1.982 0.6 1.2 0.4 0.784
C -2.811 1.909 -4.426 0.4 0.0 0.2 -1.552
H -2.701 1.430 -5.407 -0.1 0.1 0.2 0.285
H -1.826 1.915 -3.920 -0.3 0.0 -0.3 0.357
H -3.107 2.952 -4.587 0.0 -0.3 0.0 0.458
C -5.255 1.214 -4.224 -0.4 0.0 0.2 -1.426
H -5.555 2.261 -4.413 0.2 -0.5 0.1 0.448
H -6.028 0.767 -3.575 0.3 0.2 -0.3 0.362
H -5.259 0.688 -5.183 0.0 0.1 0.2 0.277
C -3.843 -1.613 -5.464 -1.0 -0.3 0.4 -1.627
H -4.896 -1.763 -5.126 0.7 0.1 -0.3 0.381
H -3.603 -2.478 -6.098 0.1 0.3 0.3 0.467
H -3.809 -0.723 -6.090 0.1 0.0 0.1 0.315
C -1.433 -1.294 -4.778 0.7 -0.2 1.3 -1.309
H -1.126 -2.092 -5.448 -0.1 0.0 -0.1 0.449
H -0.720 -1.304 -3.908 -0.4 0.0 -0.8 0.228
H -1.330 -0.341 -5.282 0.0 0.1 -0.2 0.290
C -4.171 -2.515 -1.382 0.7 0.7 2.3 -1.463
H -4.043 -3.218 -2.165 0.0 -0.7 -0.7 0.421
H -4.940 -2.887 -0.664 0.5 0.2 -0.6 0.418
H -3.195 -2.452 -0.795 -1.0 -0.2 -0.6 0.218
C -4.906 -0.163 -0.718 1.3 -1.1 1.8 -1.349
H -3.974 0.000 -0.075 -1.0 -0.1 -0.7 0.122
H -5.654 -0.640 -0.052 0.3 0.4 -0.4 0.439
H -5.260 0.789 -1.026 -0.4 0.8 -0.4 0.348
C 5.898 -0.684 0.142 0.6 -0.4 -0.9 -1.537
H 6.239 -1.234 1.037 0.0 0.3 -0.4 0.453
H 6.211 0.376 0.164 0.0 -0.6 -0.1 0.459
H 6.309 -1.166 -0.747 0.7 0.1 0.2 0.484
C 3.867 -0.131 -1.351 0.1 -0.1 -0.3 -1.097
H 4.183 0.919 -1.398 -0.2 -0.4 -0.2 0.277
C 3.191 -1.154 4.069 0.5 -0.1 0.8 -1.028
H 2.760 -0.214 -1.477 0.7 0.0 0.0 0.261
H 4.362 -0.688 -2.155 -0.4 0.4 -0.3 0.498
C 3.963 -2.832 2.330 0.3 -0.2 0.1 -1.465
H 2.120 -1.065 3.868 -0.1 -0.1 0.1 0.128
H 3.365 -2.048 4.720 -0.3 0.8 -0.5 0.442
H 3.537 -0.276 4.638 -0.3 -0.5 -0.2 0.266
C 4.007 -1.378 2.800 1.5 0.5 -0.4 0.678
H 4.241 -3.453 3.207 -0.2 0.2 -0.6 0.494
H 4.700 -3.029 1.538 -0.3 -0.1 0.3 0.366
H 2.953 -3.110 1.987 0.4 0.0 0.1 0.289
C 3.661 1.969 3.234 0.3 0.2 0.1 -1.493
H 2.557 1.858 3.310 0.7 0.0 0.0 0.276
H 3.922 3.035 3.296 -0.2 -0.3 0.2 0.558
H 4.148 1.470 4.077 -0.3 0.2 -0.1 0.327
C 4.013 2.491 0.755 0.1 0.1 0.0 -1.265
H 4.729 2.326 -0.056 -0.3 0.2 0.0 0.335
H 4.233 3.467 1.193 -0.2 0.1 -0.4 0.533
H 2.963 2.485 0.359 1.0 0.1 0.3 0.152
H 0.407 -4.333 3.070 0.0 0.0 0.0 0.025
H -2.154 -0.176 -2.152 -0.6 -0.2 -0.4 -0.394
C -0.841 3.787 4.498 -1.4 -0.3 0.9 -1.164
C -0.862 2.396 4.072 3.4 1.6 -3.4 0.687
C -1.545 1.217 4.377 -1.4 -1.0 1.0 -0.741
C -1.077 0.220 3.522 -0.1 -0.8 0.0 0.095
N -0.120 0.714 2.699 0.1 0.5 1.0 0.331
N -0.018 2.048 3.020 -0.9 0.1 1.1 0.170
C -1.540 -1.198 3.535 -0.1 -0.1 -0.6 -1.287
H -1.657 3.862 5.214 0.1 0.6 0.2 0.395
H 0.095 4.060 4.997 0.1 -0.1 0.0 0.375
H -1.025 4.490 3.674 0.1 -0.2 0.0 0.375
H -2.312 1.167 5.159 0.4 -0.3 -0.4 0.553
H 0.615 2.673 2.526 -0.2 -0.2 0.2 0.237
H -1.267 -1.691 4.461 0.0 0.0 0.3 0.369
H -2.639 -1.225 3.443 0.4 -0.1 0.0 0.448
H -1.091 -1.793 2.733 -0.1 0.2 0.0 0.214
```
Positions in Å, forces in eV/Å.

---

Question: The lowest molar mass belongs to which entry?
Answer: C25H52N2O2P2Tc

---

Question: Which of these has the highest molar mass?
Answer: C25H52F6NO14P